111
Properties=species:S:1:pos:R:3:mulliken_charge:R:1 method="wB97M-V/def2-TZVPD" charge=+1 homo_energy_ev=-9.20 homo_lumo_gap_ev=6.09 lumo_energy_ev=-3.12 de_lowest_ev=0.944
La 12.569 11.836 13.383 2.25
Br 13.297 16.660 7.485 -0.18
S 11.051 13.615 16.246 -0.52
S 13.080 15.591 13.848 0.11
F 6.706 14.124 16.906 -0.31
F 8.271 12.920 17.908 -0.23
F 8.683 14.995 17.376 -0.23
O 15.512 12.375 19.967 -0.30
O 11.430 12.578 11.213 0.56
O 14.328 11.859 15.086 0.59
O 13.163 14.114 13.513 -0.38
N 11.200 9.758 12.000 0.36
N 14.042 11.386 11.223 1.22
N 11.255 9.866 14.933 0.29
N 10.013 7.808 14.779 -0.77
N 15.006 10.955 17.688 0.85
N 10.106 12.680 13.961 0.18
N 14.349 9.693 13.368 0.72
N 10.853 8.582 16.914 -0.75
N 9.512 6.707 16.758 -0.35
N 11.903 10.581 17.120 0.20
C 17.206 8.591 11.273 -0.86
C 11.695 13.278 10.156 -0.10
C 15.025 17.011 15.103 -0.84
C 13.550 14.180 8.770 -0.72
C 15.514 16.873 13.635 -0.48
C 11.373 9.533 10.671 -0.27
C 14.734 10.396 18.969 0.04
C 12.632 15.118 8.270 -0.22
C 7.445 13.389 14.509 -0.35
C 14.004 9.336 21.453 -0.85
C 7.848 12.863 13.273 -1.18
C 15.639 13.208 21.137 -0.96
C 9.148 12.442 13.049 -0.56
C 10.185 7.711 16.134 0.12
C 10.584 8.882 14.235 -0.08
C 14.093 15.882 15.382 0.18
C 8.054 13.846 16.937 0.62
C 11.285 9.671 16.271 -0.22
C 14.052 12.324 10.260 -1.38
C 16.446 8.832 12.431 0.55
C 10.853 8.413 10.038 -1.04
C 15.529 12.302 14.990 0.85
C 8.418 13.478 15.520 -0.13
C 16.185 11.562 17.345 0.00
C 15.801 10.099 10.028 -0.87
C 15.024 10.401 11.161 -0.45
C 17.824 12.668 15.950 -0.86
C 15.789 8.251 14.651 -1.10
C 11.254 14.987 8.486 -0.27
C 10.570 8.887 12.776 0.82
C 14.576 8.968 14.429 0.15
C 15.004 11.150 20.116 0.60
C 14.580 10.601 21.385 -0.46
C 16.853 9.200 10.080 -0.89
C 14.277 16.491 12.795 -0.39
C 10.010 7.712 12.183 -0.89
C 17.396 13.309 13.685 -1.02
C 18.249 13.192 14.757 -1.09
C 10.811 13.993 9.348 -1.11
C 13.768 8.627 20.259 -0.63
C 16.716 8.179 13.644 -1.00
C 10.135 7.499 10.824 -0.49
C 9.793 13.195 15.169 0.14
C 13.071 13.183 9.647 0.86
C 14.108 9.165 19.018 -0.39
C 16.044 12.902 13.798 0.22
C 16.490 12.150 16.105 0.07
C 15.258 9.642 12.361 0.64
H 13.228 7.678 20.247 0.38
H 15.033 12.469 9.797 0.41
H 9.048 6.009 16.240 0.23
H 19.273 13.592 14.713 0.36
H 13.706 17.363 12.392 0.51
H 10.559 15.696 8.003 0.41
H 16.235 16.079 13.471 0.06
H 14.235 11.031 17.010 -0.40
H 17.730 13.754 12.787 0.65
H 18.502 12.676 16.777 0.49
H 16.413 12.803 21.832 0.37
H 14.569 17.997 15.211 0.32
H 17.335 8.968 9.152 0.45
H 13.801 8.833 22.413 0.36
H 15.927 17.765 13.232 0.46
H 15.933 14.178 20.774 0.25
H 9.412 11.897 12.151 0.60
H 9.743 13.962 9.682 0.35
H 9.667 6.621 10.368 0.42
H 15.886 17.018 15.765 0.39
H 13.386 16.092 16.194 0.55
H 10.872 8.310 8.925 0.40
H 11.815 10.294 18.089 0.32
H 16.015 7.776 15.619 0.48
H 13.909 8.729 18.075 0.45
H 14.616 11.183 22.312 0.39
H 14.654 13.432 21.651 0.37
H 13.806 8.969 15.184 0.05
H 6.414 13.682 14.715 0.50
H 9.448 7.046 12.845 0.51
H 17.623 7.604 13.771 0.44
H 15.382 13.063 12.930 0.12
H 11.681 11.563 16.875 -0.41
H 9.641 6.588 17.756 0.26
H 18.152 8.013 11.389 0.33
H 11.908 10.302 10.149 0.16
H 14.549 15.812 11.922 0.16
H 14.633 14.942 15.639 -0.27
H 15.631 10.601 9.077 0.63
H 14.620 14.178 8.539 0.55
H 16.959 11.544 18.105 0.52
H 7.081 12.760 12.504 0.40

9
Properties=species:S:1:pos:R:3:mulliken_charge:R:1 method="wB97M-V/def2-TZVPD" charge=+1 homo_energy_ev=-14.10 smiles="N/C=[NH+]/S" homo_lumo_gap_ev=9.75 lumo_energy_ev=-4.35 de_lowest_ev=0.792
S 2.298 -0.114 0.045 0.05
N -1.593 -0.300 0.016 -0.29
N 0.629 0.422 0.146 -0.28
C -0.297 -0.494 0.076 0.25
H -2.197 -1.066 0.311 0.27
H 0.576 1.401 -0.078 0.32
H 0.120 -1.527 -0.174 0.27
H -2.082 0.552 -0.169 0.24
H 2.547 1.125 -0.174 0.17

123
Properties=species:S:1:pos:R:3:mulliken_charge:R:1 method="wB97M-V/def2-TZVPD" charge=-2 homo_energy_ev=-1.91 homo_lumo_gap_ev=5.99 lumo_energy_ev=4.08 de_lowest_ev=0.000
Ca -1.071 -1.041 -0.756 2.35
P -1.069 2.126 -0.460 0.76
P 1.726 -2.053 0.164 0.47
Si 1.466 0.453 -1.947 0.86
F -5.225 -3.734 2.123 -0.35
F -4.651 -0.172 -1.951 -0.49
F -7.407 -2.734 0.848 -0.36
F -7.094 -0.958 -1.191 -0.40
F -2.749 -2.973 1.378 -0.18
O -0.963 -2.780 -2.201 -0.81
O -0.976 -3.599 -4.290 -0.84
N -0.975 -0.422 1.691 0.25
N -2.593 2.551 4.547 -0.78
N 0.116 -0.704 5.969 -0.73
N -1.859 -0.348 -3.070 -0.25
C 4.552 1.575 0.737 -0.86
C 1.358 -2.554 2.889 -0.35
C -0.965 4.411 1.370 -0.02
C 1.601 -3.433 4.112 -1.12
C 3.659 1.515 -0.322 0.09
C 0.029 3.050 -1.622 -0.53
C -0.466 -0.179 5.118 0.21
C 3.712 -0.526 1.523 -0.41
C -6.004 -1.439 -0.553 0.10
C -2.860 2.560 -0.788 1.59
C -5.573 3.627 -0.244 -0.97
C 2.034 -3.134 1.640 0.25
C 1.141 2.370 -2.176 1.24
C -4.816 3.973 -1.522 -0.94
C 1.987 3.121 -3.007 -0.23
C 4.569 0.554 1.674 -0.90
C 0.686 5.113 -2.734 -1.29
C -2.106 -1.546 -3.884 -0.58
C 4.097 -3.413 -0.706 -1.14
C 1.778 4.462 -3.286 -0.94
C -3.805 -2.408 0.719 0.25
C 2.764 0.454 -0.490 -0.04
C 2.818 -0.594 0.453 0.36
C 1.486 -4.545 1.387 -0.59
C 0.765 2.560 1.592 -0.01
C 2.644 0.141 -3.453 -1.93
C -3.303 3.930 -1.307 -0.89
C 2.888 -4.928 -2.630 -1.06
C 4.176 -4.265 -3.111 -0.65
C 1.963 -3.877 -2.010 -0.81
C 1.676 3.777 1.502 -0.70
C -0.173 4.405 -1.909 -0.67
C -3.573 -1.501 -0.288 -0.15
C 1.695 -5.446 2.604 -0.95
C 2.751 -2.851 -1.168 1.44
C -3.648 2.179 0.482 -0.77
C 1.241 4.845 2.515 -0.77
C -1.074 -0.023 2.772 -0.07
C -5.056 -2.839 1.128 -0.33
C 4.987 -3.714 -1.922 -0.86
C -0.292 4.907 2.649 -1.14
C -4.717 -1.063 -0.902 -0.31
C -6.172 -2.338 0.482 0.99
C -0.687 2.913 1.183 0.37
C -1.954 1.608 4.344 0.09
C -5.157 2.250 0.262 -0.50
C 1.078 -4.845 3.864 -0.70
C -1.258 -2.754 -3.437 0.39
C -1.177 0.461 4.081 0.29
H -5.455 1.497 -0.472 -0.01
H -2.042 4.581 1.425 0.28
H -3.154 1.821 -1.546 -0.14
H -5.673 2.012 1.195 0.45
H -0.985 0.094 -3.342 0.03
H 1.274 -5.488 4.728 0.45
H -5.111 4.962 -1.887 0.44
H -0.010 -4.799 3.741 0.30
H 0.282 -2.494 2.702 -0.23
H 5.245 0.592 2.521 0.38
H -0.587 4.995 0.529 0.02
H -3.366 1.172 0.803 -0.38
H -1.014 4.926 -1.481 0.47
H -2.611 0.319 -3.188 0.12
H 1.126 -2.989 4.987 0.33
H -5.349 4.379 0.522 0.34
H -3.026 4.711 -0.590 0.21
H -3.150 -1.837 -3.739 0.19
H 1.173 -4.357 -1.431 0.44
H 3.941 -4.328 -0.128 0.35
H -1.359 2.386 1.864 -0.24
H 5.762 -4.431 -1.633 0.46
H 2.679 -3.477 4.318 0.38
H 2.773 -5.582 2.763 0.29
H 3.112 -3.223 1.825 0.66
H 1.276 -6.437 2.410 0.42
H 1.961 -4.995 0.513 -0.06
H 1.153 1.745 0.980 -0.76
H 2.711 3.482 1.684 0.23
H 3.748 -1.319 2.259 0.39
H 1.634 5.821 2.213 0.35
H 2.159 0.503 -4.365 0.44
H 0.771 2.190 2.622 0.65
H 0.416 -4.478 1.160 0.14
H 5.503 -2.798 -2.223 0.28
H 3.135 -5.710 -1.902 0.33
H -5.086 3.252 -2.302 0.39
H -6.652 3.661 -0.421 0.43
H -3.386 2.857 1.300 0.29
H 2.370 -5.419 -3.456 0.53
H -2.799 4.159 -2.248 0.37
H 4.602 -2.705 -0.045 0.17
H 1.690 -1.531 3.082 0.55
H -0.634 4.286 3.481 0.24
H 2.808 -0.930 -3.597 0.24
H 1.682 4.618 3.490 0.36
H 1.428 -3.352 -2.802 0.21
H 4.786 -4.959 -3.695 0.46
H 2.985 -1.994 -1.805 -0.66
H -1.948 -1.383 -4.954 0.41
H 2.466 4.996 -3.934 0.39
H 2.845 2.635 -3.456 0.26
H 3.637 2.338 -1.030 0.32
H 3.903 -3.447 -3.785 0.25
H 1.643 4.178 0.483 0.14
H -0.612 5.929 2.872 0.52
H 0.504 6.162 -2.938 0.39
H 5.217 2.426 0.840 0.35
H 3.628 0.620 -3.380 0.45

129
Properties=species:S:1:pos:R:3:mulliken_charge:R:1 method="wB97M-V/def2-TZVPD" charge=-1 homo_energy_ev=-2.11 homo_lumo_gap_ev=3.98 lumo_energy_ev=1.87 de_lowest_ev=1.650
Rb -1.187 -1.008 -0.100 1.30
P 0.652 2.195 -0.300 0.67
P -3.406 -2.663 -1.727 0.01
P -0.682 -4.022 -1.694 0.69
F 0.884 -1.509 8.120 -0.40
O -2.701 -1.591 -2.667 -0.30
O -3.573 -2.274 -0.316 -0.67
O -0.053 -5.304 -2.109 -0.88
O -2.724 -4.686 -3.296 -0.64
O -0.438 -3.361 -0.385 -0.48
O -4.819 -2.837 -2.472 -0.49
O -0.368 -2.897 -2.892 -0.76
O -3.308 0.722 -0.685 0.13
N -4.522 2.442 -1.537 0.50
N -4.981 1.551 0.594 0.53
C -0.745 3.820 -2.017 -2.52
C -3.020 -5.242 -0.919 -2.02
C 4.614 -5.090 -1.215 -1.57
C 2.553 -0.492 2.949 -2.36
C -5.817 3.767 0.012 -0.64
C -1.312 -1.963 5.229 -0.73
C 5.073 1.936 1.258 -1.09
C 3.141 -2.149 -2.104 -0.21
C -0.592 -2.229 6.385 -0.48
C 2.800 0.156 -3.943 -1.81
C 0.229 0.015 6.403 -0.68
C 2.784 -0.597 -0.263 0.82
C -2.505 -4.228 -1.958 1.20
C 3.479 0.268 -2.577 1.67
C -1.308 -0.684 4.581 0.69
C 2.622 -2.982 0.043 -0.72
C 3.068 -0.845 -1.622 0.44
C 0.173 -1.240 6.968 0.43
C 3.124 -4.892 -3.221 -1.59
C 0.714 3.437 -1.723 2.54
C -2.010 -0.446 3.385 -0.68
C 2.265 -1.736 2.110 0.67
C -4.790 0.506 1.598 -1.21
C 2.952 -3.245 -1.275 -0.17
C 2.553 -1.703 0.595 0.37
C 3.065 3.126 0.787 -0.39
C 0.259 2.371 2.457 -1.70
C -6.010 2.537 0.871 -0.69
C 3.223 -4.672 -1.714 0.52
C -1.699 2.774 1.022 -1.89
C 4.470 0.804 0.755 -0.49
C 1.575 4.695 -1.598 -2.04
C -5.661 3.331 -1.429 -0.71
C 0.821 -2.212 2.388 -0.29
C -0.193 3.070 1.171 2.87
C 4.358 3.120 1.281 -1.11
C -4.228 1.522 -0.546 -0.15
C -3.977 2.222 -2.863 -1.18
C 2.425 1.995 0.269 0.81
C -0.486 0.290 5.242 0.11
C 1.225 2.678 -2.955 -2.24
C -0.039 4.582 1.370 -2.05
C 3.149 0.786 0.267 -0.29
C 5.003 0.300 -2.751 -1.62
H -5.957 2.792 1.931 0.39
H 5.384 -4.456 -1.667 0.30
H -2.631 -1.220 2.943 0.01
H 2.475 -5.305 -1.233 0.38
H 4.695 -4.991 -0.130 0.34
H 1.726 -0.022 -3.846 0.32
H -4.907 4.288 0.320 0.22
H 3.274 -5.950 -3.447 0.45
H -1.904 -2.758 4.784 0.30
H 3.223 -0.663 -4.530 0.47
H -5.482 4.188 -2.081 0.40
H 0.530 -3.045 1.746 0.22
H 2.239 -0.690 3.977 0.58
H 3.411 -2.304 -3.144 0.15
H 1.311 2.547 2.687 0.63
H 1.232 5.384 -0.827 0.26
H 3.188 1.211 -2.125 -1.11
H 0.588 -2.954 -3.049 0.24
H 5.355 -0.641 -3.183 0.27
H 2.309 2.563 -2.928 0.64
H -2.959 -4.831 0.090 0.36
H 6.090 1.891 1.630 0.37
H 0.723 -2.516 3.433 0.45
H 0.986 4.904 1.554 0.31
H 2.441 -3.826 0.705 0.51
H 5.021 -0.130 0.742 0.63
H -0.617 4.848 2.262 0.49
H 0.114 -1.395 2.245 -0.70
H 2.927 -2.520 2.485 0.52
H -1.886 1.706 1.002 -0.53
H -6.662 4.446 0.127 0.37
H 0.981 3.253 -3.856 0.53
H -0.624 -3.212 6.844 0.39
H 2.139 -4.621 -3.602 0.21
H -1.882 -1.954 -3.078 0.53
H -0.427 1.286 4.820 0.18
H -0.782 4.341 -2.980 0.66
H 2.620 4.451 -1.409 0.42
H -0.339 2.757 3.287 0.88
H -3.590 3.160 -3.271 0.35
H 0.082 1.290 2.427 -0.37
H 5.508 0.445 -1.794 0.27
H 2.518 4.055 0.817 0.23
H -3.174 1.493 -2.803 0.27
H 3.609 -0.217 2.959 0.48
H 4.794 4.029 1.678 0.42
H -2.236 3.195 1.881 0.58
H -2.126 3.196 0.112 0.16
H -4.198 -0.301 1.182 0.15
H -4.057 -5.506 -1.142 0.44
H -2.023 0.540 2.930 -0.20
H 4.826 -6.130 -1.483 0.45
H 5.300 1.116 -3.418 0.46
H -4.743 1.836 -3.545 0.31
H -7.004 2.107 0.693 0.31
H 2.944 1.075 -4.518 0.46
H -6.583 2.844 -1.780 0.29
H -1.170 4.484 -1.267 0.19
H -5.462 -3.221 -1.864 0.38
H -0.441 5.165 0.542 0.39
H 1.983 0.372 2.607 0.37
H 0.772 1.689 -3.051 0.19
H -2.410 -6.145 -0.969 0.38
H 3.895 -4.330 -3.760 0.34
H 1.536 5.229 -2.556 0.53
H -1.964 -5.247 -3.508 0.47
H -1.387 2.936 -2.088 0.46
H 0.836 0.782 6.873 0.39
H -5.768 0.109 1.885 0.47
H -4.288 0.880 2.491 0.40

16
Properties=species:S:1:pos:R:3:mulliken_charge:R:1 method="wB97M-V/def2-TZVPD" charge=+1 homo_energy_ev="-15.67 / -15.17" homo_lumo_gap_ev="12.27 / 3.74" lumo_energy_ev="-3.40 / -11.43" multiplicity=2 de_lowest_ev=0.651
C -0.182 1.920 1.677 -0.76
C 0.001 -1.618 -1.289 -0.39
C -0.388 0.448 2.015 -0.58
C 0.677 -0.759 -2.335 -0.72
H -1.290 0.006 1.563 0.29
H 0.781 2.344 1.958 0.31
H 0.232 -1.659 -0.210 0.30
H 0.136 0.173 -2.574 0.37
H -0.249 1.969 0.587 0.21
H 0.363 -0.162 1.481 0.07
H -0.341 0.229 3.077 0.34
H -1.012 2.473 2.116 0.28
H 1.680 -0.398 -1.983 0.33
H 0.790 -1.370 -3.224 0.33
H -0.264 -2.603 -1.648 0.32
H -0.935 -0.992 -1.209 0.31

61
Properties=species:S:1:pos:R:3:mulliken_charge:R:1 method="wB97M-V/def2-TZVPD" charge=+1 homo_energy_ev="-10.98 / -10.98" homo_lumo_gap_ev="6.06 / 6.06" lumo_energy_ev="-4.91 / -4.92" de_lowest_ev=0.839
Pt -1.560 -0.297 0.211 1.52
Cl 1.221 -2.848 -2.895 -0.20
Cl -2.886 -6.187 -3.850 -0.19
Cl -3.639 -1.817 -0.801 -0.21
S -0.950 -2.143 1.512 -0.43
S -1.747 1.358 -1.579 -0.41
S 1.160 -2.149 3.654 -0.06
O -0.695 -1.363 -1.302 -0.35
O -3.100 0.642 0.979 -0.74
N 0.260 0.008 2.542 -0.81
N 0.538 2.807 -1.943 0.15
N -0.645 0.689 1.750 0.31
N 0.914 0.692 -1.742 0.44
C 4.829 -1.482 -0.029 -0.69
C -0.927 -4.429 -3.257 -0.97
C 4.213 -2.311 2.137 -0.47
C -0.051 1.614 -1.756 0.12
C -2.258 -4.767 -3.089 0.36
C 2.664 -2.479 0.312 0.22
C -1.223 -2.467 -1.837 -0.77
C 2.969 -2.704 1.648 0.51
C -0.903 1.905 2.136 1.15
C -3.088 -3.970 -2.327 -0.98
C 5.137 -1.701 1.308 -0.64
C 3.596 -1.876 -0.522 -0.61
C 0.179 -1.266 2.501 0.40
C -0.093 2.480 3.258 -1.62
C -2.561 -2.840 -1.725 0.97
C -4.211 4.050 0.641 -0.49
C -1.982 2.670 1.560 0.55
C -0.156 4.088 -1.990 -0.70
C 1.976 -3.355 2.562 -1.35
C 2.135 1.295 -1.905 -0.44
C -3.107 4.757 1.119 -0.82
C -3.078 1.977 1.035 0.61
C -4.201 2.671 0.589 -0.51
C -0.436 -3.294 -2.637 0.92
C 1.903 2.621 -2.039 -0.55
C -2.011 4.070 1.592 -0.95
H 0.555 4.849 -2.300 0.32
H -0.970 4.043 -2.707 0.33
H 4.457 -2.487 3.178 0.41
H -5.040 2.110 0.204 0.49
H -0.086 1.788 4.098 0.39
H 2.475 -4.009 3.280 0.50
H 0.703 -0.316 -1.708 -0.06
H 1.710 -2.803 -0.086 0.28
H -4.132 -4.219 -2.204 0.48
H -0.558 4.331 -1.008 0.24
H 0.946 2.592 2.943 0.35
H -0.277 -5.037 -3.868 0.48
H -3.121 5.837 1.136 0.46
H -5.082 4.587 0.293 0.42
H -1.166 4.619 1.984 0.45
H 5.560 -1.029 -0.685 0.43
H 2.577 3.444 -2.191 0.43
H 3.368 -1.747 -1.573 0.55
H 6.101 -1.409 1.698 0.39
H -0.495 3.432 3.580 0.47
H 3.050 0.732 -1.915 0.45
H 1.236 -3.952 2.031 0.49

13
Properties=species:S:1:pos:R:3:mulliken_charge:R:1 method="wB97M-V/def2-TZVPD" homo_energy_ev=-9.16 homo_lumo_gap_ev=9.71 lumo_energy_ev=0.54 de_lowest_ev=4.676
O 2.343 -0.479 0.881 -0.47
N 0.459 0.703 0.247 -0.20
C -1.742 -0.490 0.366 -1.40
C 0.016 0.267 -1.400 -0.78
C 1.829 0.551 0.526 0.09
C -0.323 -0.471 -0.148 0.39
H 0.135 1.416 -0.604 0.45
H -2.309 -1.276 -0.144 0.34
H 0.958 -0.128 -1.814 0.19
H -1.764 -0.687 1.443 0.33
H 0.248 -1.375 0.056 0.40
H -2.230 0.468 0.168 0.31
H 2.380 1.501 0.425 0.34

12
Properties=species:S:1:pos:R:3:mulliken_charge:R:1 method="wB97M-V/def2-TZVPD" homo_energy_ev="-9.16 / -9.02" homo_lumo_gap_ev="8.71 / 8.65" lumo_energy_ev="-0.45 / -0.38" de_lowest_ev=4.890
F -0.049 -0.806 -1.952 -0.24
N 0.469 2.220 -1.070 -0.41
N 0.194 -0.279 1.084 -0.52
C -0.431 0.334 -1.235 0.01
C 0.151 -1.668 0.952 -0.72
C 0.083 2.040 0.109 -0.32
C -0.112 0.568 0.191 0.75
H -0.351 -2.043 1.787 0.30
H -0.174 -2.061 -0.033 0.29
H 1.232 -2.129 1.108 0.22
H 0.257 2.960 0.844 0.31
H -1.268 0.865 -1.785 0.33